Record 1
A cluster of 3 separate species, C13H28O9S in total, computed with wB97M-V/def2-TZVPD.

LUMO level, eV: 0.484
Total charge: 0

Last column: Mulliken charge in e.
Positions of all 51 atoms, in Å:
C1 3.73 -0.01 -1.54  -1.426
C2 2.97 1.24 -1.97  0.647
O1 2.30 1.04 -3.22  -0.520
C3 1.90 1.67 -0.93  -0.534
O2 0.62 1.93 -1.53  -0.313
S1 -0.26 0.69 -2.01  0.330
O3 -0.01 -0.44 -1.14  -0.377
O4 -1.64 1.42 -1.48  -0.159
C4 -2.81 0.66 -1.80  -0.672
C5 -4.01 1.56 -1.56  -0.250
O5 -5.23 0.84 -1.65  -0.536
H1 3.92 0.02 -0.47  0.349
H2 3.15 -0.91 -1.74  0.370
H3 4.69 -0.06 -2.04  0.414
H4 3.68 2.06 -2.09  0.237
H5 2.70 0.29 -3.66  0.328
H6 2.18 2.61 -0.47  0.371
H7 1.81 0.93 -0.13  0.104
H8 -2.87 -0.23 -1.17  0.326
H9 -2.79 0.35 -2.85  0.520
H10 -4.00 2.39 -2.27  0.244
H11 -3.95 1.97 -0.55  0.208
H12 -5.13 0.12 -2.28  0.312
O6 1.77 4.68 1.89  -0.564
C6 0.99 3.94 2.42  0.846
O7 0.75 2.75 1.82  -0.288
C7 -0.06 1.73 2.41  -0.146
C8 -1.54 1.97 2.18  -0.892
C9 0.24 4.31 3.68  -1.135
H13 0.18 1.61 3.46  0.356
H14 0.25 0.82 1.90  0.044
H15 -1.88 2.88 2.67  0.315
H16 -2.12 1.13 2.58  0.402
H17 -1.73 2.05 1.12  0.140
H18 -0.61 4.93 3.39  0.273
H19 0.91 4.91 4.29  0.341
H20 -0.12 3.46 4.25  0.334
O8 2.18 -3.00 -1.19  -0.533
C10 1.41 -3.60 -0.50  0.675
O9 0.95 -4.79 -0.93  -0.383
C11 0.09 -5.62 -0.14  -0.440
C12 -1.36 -5.21 -0.26  -0.909
C13 0.90 -3.02 0.80  -0.790
H21 0.43 -5.64 0.89  0.359
H22 0.24 -6.62 -0.55  0.322
H23 -1.53 -4.20 0.12  0.251
H24 -1.99 -5.90 0.30  0.360
H25 -1.67 -5.22 -1.31  0.290
H26 0.11 -2.31 0.54  0.130
H27 1.71 -2.45 1.25  0.317
H28 0.52 -3.74 1.51  0.352



Record 2
A cluster of 3 separate species, C2H10NO2 in total, computed with wB97M-V/def2-TZVPD.

LUMO level, eV: -4.342
Energy relative to the best compared isomer or geometry (same formula, charge and spin), kJ/mol: 102.9
Total charge: +1

Last column: Mulliken charge in e.
Positions of all 15 atoms, in Å:
C1 -1.96 -0.87 -1.49  -0.743
C2 -1.37 0.98 0.11  -0.073
N1 -1.11 -0.12 -0.49  0.019
H1 -2.43 -1.72 -0.92  0.309
H2 -1.14 -0.96 -2.22  0.340
H3 -2.79 -0.25 -1.82  0.319
H4 -2.32 1.46 -0.11  0.270
H5 -0.53 1.45 0.61  0.215
H6 -0.29 -0.70 -0.08  0.344
H7 2.67 2.02 0.83  0.325
H8 3.58 0.98 0.49  0.307
O1 2.64 1.05 0.74  -0.659
H9 1.54 -0.33 1.09  0.396
H10 1.34 -1.80 0.55  0.333
O2 0.88 -1.04 0.94  -0.699



Record 3
A cluster of 2 separate species, C5H12NO in total, computed with wB97M-V/def2-TZVPD.

LUMO level, eV: 4.267
Energy relative to the best compared isomer or geometry (same formula, charge and spin), kJ/mol: 104.5
Total charge: -1

Last column: Mulliken charge in e.
Positions of all 19 atoms, in Å:
C1 1.02 -0.11 0.93  -0.538
O1 -0.20 0.22 0.46  -0.861
C2 0.95 -0.95 2.22  -0.377
N1 2.23 -1.53 2.63  -0.544
H1 1.62 -0.74 0.23  0.201
H2 1.66 0.78 1.15  0.224
H3 0.47 -0.35 3.01  0.171
H4 0.27 -1.77 1.97  0.304
H5 2.90 -0.87 2.99  0.178
H6 2.12 -2.30 3.27  0.183
C3 -1.32 -0.38 -2.23  -0.612
C4 -1.66 1.02 -2.61  -0.042
C5 -1.39 2.05 -1.82  -0.644
H7 -0.65 -0.87 -2.93  0.260
H8 -0.85 -0.38 -1.23  0.080
H9 -2.23 -0.99 -2.18  0.233
H10 -2.26 1.17 -3.51  0.285
H11 -1.69 3.05 -2.12  0.250
H12 -0.88 1.87 -0.88  0.248



Record 4
An isolated molecule of H3N5, computed with wB97M-V/def2-TZVPD.

LUMO level (alpha / beta), eV: -0.084 / -0.085
Energy relative to the best compared isomer or geometry (same formula, charge and spin), kJ/mol: 112.8
Total charge: 0

Last column: Mulliken charge in e.
Positions of all 8 atoms, in Å:
N1 -1.46 0.49 0.06  0.185
N2 -0.76 1.50 0.10  -0.278
N3 -1.07 -0.74 0.14  -0.429
N4 0.63 1.14 0.04  0.118
N5 1.03 -0.06 0.20  -0.447
H1 -1.48 -1.45 -0.52  0.217
H2 0.99 1.38 -1.06  0.311
H3 0.75 -0.41 1.09  0.324



Record 5
A cluster of 2 separate species, C2H5NOS in total, computed with wB97M-V/def2-TZVPD.

LUMO level (alpha / beta), eV: 0.643 / -1.701
Expectation value of S²: 2.0101
2S+1: 3
Energy relative to the best compared isomer or geometry (same formula, charge and spin), kJ/mol: 285.1
Total charge: 0

Last column: Mulliken charge in e.
Positions of all 10 atoms, in Å:
C1 -0.74 -0.55 -0.95  -0.053
C2 -0.06 1.47 0.42  -0.757
N1 -0.26 0.23 -0.16  -0.195
O1 -0.07 -2.40 -0.38  -0.368
S1 0.78 -2.06 0.87  0.148
H1 -1.38 -0.56 -1.88  0.273
H2 -0.83 1.62 1.20  0.284
H3 -0.28 2.27 -0.37  0.317
H4 0.96 1.37 0.95  0.191
H5 1.88 -1.39 0.30  0.161



Record 6
A cluster of 6 separate species, C36H89O23P5 in total, computed with wB97M-V/def2-TZVPD.

LUMO level, eV: 0.291
Energy relative to the best compared isomer or geometry (same formula, charge and spin), kJ/mol: 147.8
SMILES string: CCOP(=O)(OCC)OCC.CCOP(=O)(OCC)OCC.CCOP(=O)(OCC)OCC.CCOP(=O)(OCC)OCC.CCOP(=O)(OCC)OCC.COCCOCCOC
Total charge: 0

Last column: Mulliken charge in e.
Positions of all 153 atoms, in Å:
C1 12.18 6.17 -9.68  -1.232
C2 12.34 7.67 -9.90  -0.251
O1 13.53 8.21 -9.31  -0.369
P1 14.85 8.30 -10.21  0.323
O2 14.83 7.49 -11.45  -0.799
O3 16.04 8.11 -9.17  0.447
C3 17.32 7.63 -9.60  0.235
C4 17.88 8.11 -10.92  -1.402
O4 14.93 9.88 -10.43  0.126
C5 14.94 10.38 -11.79  -0.241
C6 14.90 11.92 -11.74  -1.337
H1 12.53 5.82 -8.71  0.280
H2 11.10 5.97 -9.64  0.429
H3 12.46 5.54 -10.53  0.302
H4 12.16 7.94 -10.94  0.322
H5 11.58 8.13 -9.28  0.399
H6 17.96 7.87 -8.75  -0.209
H7 17.28 6.53 -9.61  0.281
H8 17.97 9.19 -10.91  0.204
H9 18.80 7.55 -11.09  0.459
H10 17.19 7.71 -11.66  0.489
H11 15.76 9.95 -12.35  0.330
H12 13.96 10.10 -12.18  0.285
H13 14.38 12.15 -12.69  0.447
H14 14.05 12.24 -11.13  0.323
H15 15.87 12.39 -11.63  0.312
C7 22.91 14.08 -3.37  -0.920
C8 22.38 14.71 -4.67  -0.596
O5 20.96 14.75 -4.81  -0.091
P2 20.02 15.76 -3.95  0.211
O6 18.59 15.50 -4.13  -0.258
O7 20.63 17.18 -4.38  -0.374
C9 19.98 17.89 -5.47  -0.154
C10 20.87 18.15 -6.67  -1.188
O8 20.62 15.52 -2.46  -0.276
C11 19.73 14.86 -1.54  -0.207
C12 19.05 15.92 -0.67  -1.227
H16 23.34 14.68 -2.56  0.337
H17 22.11 13.62 -2.78  0.181
H18 23.66 13.32 -3.60  0.300
H19 22.79 15.71 -4.81  0.398
H20 22.76 14.07 -5.47  0.510
H21 19.01 17.50 -5.79  0.160
H22 19.71 18.82 -4.97  0.400
H23 21.66 18.85 -6.39  0.303
H24 21.41 17.31 -7.12  0.286
H25 20.22 18.55 -7.44  0.382
H26 19.15 14.01 -1.89  0.348
H27 20.42 14.33 -0.87  0.314
H28 18.45 15.46 0.12  0.411
H29 19.70 16.64 -0.17  0.324
H30 18.33 16.57 -1.18  0.245
C13 14.75 19.49 -6.45  -0.932
C14 13.44 19.38 -5.69  -0.377
O9 13.44 18.30 -4.75  -0.303
P3 12.75 16.91 -5.22  0.960
O10 11.29 16.94 -5.14  -0.781
O11 13.51 16.62 -6.63  -0.200
C15 13.49 15.35 -7.27  0.025
C16 12.16 15.00 -7.89  -1.213
O12 13.39 15.86 -4.24  -0.467
C17 14.80 15.61 -4.14  0.447
C18 15.09 15.66 -2.63  -1.227
H31 15.06 18.52 -6.82  0.203
H32 14.55 20.13 -7.31  0.358
H33 15.60 19.87 -5.88  0.289
H34 13.23 20.28 -5.10  0.399
H35 12.56 19.31 -6.34  0.323
H36 14.30 15.38 -8.00  0.244
H37 13.62 14.52 -6.57  0.152
H38 11.32 15.34 -7.28  0.363
H39 12.04 15.34 -8.92  0.298
H40 12.04 13.92 -7.99  0.327
H41 15.24 14.66 -4.46  -0.021
H42 15.26 16.46 -4.64  0.308
H43 16.07 15.22 -2.46  0.191
H44 15.09 16.65 -2.19  0.326
H45 14.43 14.97 -2.11  0.337
C19 23.58 4.58 -3.88  -1.457
C20 23.72 5.97 -4.43  0.317
O13 24.13 5.89 -5.82  -0.248
P4 25.26 6.87 -6.40  0.665
O14 26.59 6.77 -5.79  -0.803
O15 25.29 6.53 -7.93  -0.339
C21 24.07 6.38 -8.66  0.058
C22 24.24 6.99 -10.06  -1.303
O16 24.54 8.32 -6.24  0.150
C23 24.94 9.34 -7.14  0.115
C24 26.13 9.99 -6.43  -1.400
H46 23.01 4.64 -2.95  0.357
H47 23.13 3.85 -4.55  0.319
H48 24.53 4.12 -3.57  0.407
H49 22.72 6.39 -4.60  0.044
H50 24.41 6.54 -3.81  0.338
H51 23.86 5.31 -8.73  0.438
H52 23.17 6.82 -8.21  0.083
H53 25.17 6.62 -10.50  0.309
H54 23.47 6.57 -10.71  0.421
H55 24.26 8.07 -10.00  0.285
H56 25.30 8.95 -8.10  0.161
H57 24.22 10.13 -7.34  0.126
H58 26.35 11.02 -6.74  0.391
H59 26.10 9.96 -5.34  0.282
H60 27.04 9.44 -6.66  0.380
C25 20.55 8.47 -2.04  -1.216
C26 19.18 8.61 -2.73  0.433
O17 18.43 7.39 -2.62  -0.411
P5 18.68 6.25 -3.75  0.389
O18 20.07 5.94 -4.05  -0.373
O19 17.77 6.77 -4.99  0.164
C27 16.60 7.52 -4.77  -0.108
C28 15.74 7.60 -6.01  -0.888
O20 17.80 5.01 -3.25  -0.440
C29 17.94 3.84 -4.05  -0.199
C30 16.61 3.48 -4.71  -1.073
H61 21.29 8.35 -2.83  0.171
H62 20.72 9.39 -1.49  0.392
H63 20.60 7.64 -1.33  0.353
H64 18.51 9.32 -2.24  0.400
H65 19.30 8.94 -3.77  -0.300
H66 15.95 6.97 -4.07  0.369
H67 16.67 8.47 -4.24  0.238
H68 16.04 8.39 -6.69  -0.121
H69 15.79 6.65 -6.54  0.169
H70 14.69 7.83 -5.82  0.490
H71 18.72 3.90 -4.81  0.194
H72 18.26 3.00 -3.42  0.433
H73 15.80 3.54 -3.97  0.275
H74 16.40 4.16 -5.54  0.145
H75 16.50 2.44 -5.03  0.417
C31 16.76 11.09 -7.58  -0.165
O21 16.48 12.38 -7.06  -0.477
C32 17.42 12.93 -6.15  -0.443
C33 18.82 13.01 -6.73  0.668
O22 19.47 11.77 -6.89  0.064
C34 20.89 11.82 -6.72  1.011
C35 21.51 10.55 -6.20  -0.970
O23 21.37 9.28 -6.85  -0.391
C36 20.05 8.83 -7.12  -0.356
H76 17.46 11.19 -8.41  0.134
H77 15.84 10.65 -7.97  0.082
H78 16.99 10.52 -6.68  0.158
H79 17.36 12.26 -5.28  0.289
H80 17.05 13.89 -5.77  -0.098
H81 19.38 13.78 -6.21  -0.413
H82 18.73 13.45 -7.74  0.216
H83 21.01 12.54 -5.90  -0.488
H84 21.42 12.09 -7.64  0.076
H85 21.11 10.30 -5.19  -0.022
H86 22.50 10.68 -5.76  0.541
H87 20.04 7.77 -6.87  0.213
H88 19.79 9.12 -8.14  0.396
H89 19.35 9.34 -6.44  -0.028



Repeat the first record exactly.
A cluster of 3 separate species, C13H28O9S in total, computed with wB97M-V/def2-TZVPD.

LUMO level, eV: 0.484
Total charge: 0

Last column: Mulliken charge in e.
Positions of all 51 atoms, in Å:
C1 3.73 -0.01 -1.54  -1.426
C2 2.97 1.24 -1.97  0.647
O1 2.30 1.04 -3.22  -0.520
C3 1.90 1.67 -0.93  -0.534
O2 0.62 1.93 -1.53  -0.313
S1 -0.26 0.69 -2.01  0.330
O3 -0.01 -0.44 -1.14  -0.377
O4 -1.64 1.42 -1.48  -0.159
C4 -2.81 0.66 -1.80  -0.672
C5 -4.01 1.56 -1.56  -0.250
O5 -5.23 0.84 -1.65  -0.536
H1 3.92 0.02 -0.47  0.349
H2 3.15 -0.91 -1.74  0.370
H3 4.69 -0.06 -2.04  0.414
H4 3.68 2.06 -2.09  0.237
H5 2.70 0.29 -3.66  0.328
H6 2.18 2.61 -0.47  0.371
H7 1.81 0.93 -0.13  0.104
H8 -2.87 -0.23 -1.17  0.326
H9 -2.79 0.35 -2.85  0.520
H10 -4.00 2.39 -2.27  0.244
H11 -3.95 1.97 -0.55  0.208
H12 -5.13 0.12 -2.28  0.312
O6 1.77 4.68 1.89  -0.564
C6 0.99 3.94 2.42  0.846
O7 0.75 2.75 1.82  -0.288
C7 -0.06 1.73 2.41  -0.146
C8 -1.54 1.97 2.18  -0.892
C9 0.24 4.31 3.68  -1.135
H13 0.18 1.61 3.46  0.356
H14 0.25 0.82 1.90  0.044
H15 -1.88 2.88 2.67  0.315
H16 -2.12 1.13 2.58  0.402
H17 -1.73 2.05 1.12  0.140
H18 -0.61 4.93 3.39  0.273
H19 0.91 4.91 4.29  0.341
H20 -0.12 3.46 4.25  0.334
O8 2.18 -3.00 -1.19  -0.533
C10 1.41 -3.60 -0.50  0.675
O9 0.95 -4.79 -0.93  -0.383
C11 0.09 -5.62 -0.14  -0.440
C12 -1.36 -5.21 -0.26  -0.909
C13 0.90 -3.02 0.80  -0.790
H21 0.43 -5.64 0.89  0.359
H22 0.24 -6.62 -0.55  0.322
H23 -1.53 -4.20 0.12  0.251
H24 -1.99 -5.90 0.30  0.360
H25 -1.67 -5.22 -1.31  0.290
H26 0.11 -2.31 0.54  0.130
H27 1.71 -2.45 1.25  0.317
H28 0.52 -3.74 1.51  0.352



Q: total charge of number 5 (C2H5NOS)?
A: 0